The following is a quantum chemistry calculation of a molecular structure, C46H50O10Y, from the Open Molecules 2025 dataset.

ΔE to the lowest compared entry with this formula, charge and spin: 0.00 kcal per mole
Calculated total energy: -70037.382 eV
2S+1: 1
LUMO: 2.50 eV
HOMO-LUMO gap: 0.286 Ha
Net charge: -1
E_HOMO: -5.3 eV

Each line ends with the Mulliken charge.
Atoms and positions in Å:
1 Y 1.127 0.485 0.348  0.7266
2 C 1.353 6.847 -1.245  -0.5449
3 O 2.454 6.361 -2.074  -0.5181
4 C 2.756 5.043 -1.982  0.6970
5 C 4.141 4.695 -2.103  -1.1289
6 C 4.477 3.387 -1.861  -0.8251
7 C 3.541 2.377 -1.489  0.8158
8 C 4.003 1.042 -1.129  0.8856
9 C 5.392 0.633 -1.319  -1.7752
10 O 3.214 0.193 -0.649  -0.5507
11 C 2.157 2.725 -1.494  0.2524
12 O 1.194 1.793 -1.347  -0.4302
13 C 1.785 4.066 -1.723  -0.3789
14 H 1.416 7.924 -1.253  0.2980
15 H 1.487 6.465 -0.201  0.2518
16 H 0.402 6.501 -1.694  0.1630
17 H 4.853 5.511 -2.245  0.3941
18 H 5.561 3.140 -2.005  0.1076
19 H 5.776 1.182 -2.173  0.4539
20 H 5.528 -0.459 -1.406  0.3191
21 H 6.002 0.992 -0.433  0.2940
22 H 0.780 4.327 -1.481  0.4422
23 C 2.183 -2.128 3.099  -1.3040
24 C 0.753 -2.526 3.174  1.3673
25 C 0.333 -2.619 4.622  -1.4622
26 O 0.349 -3.650 2.387  -0.5353
27 C -0.313 -3.194 1.172  0.0790
28 C -1.065 -1.985 1.827  -1.4026
29 O -0.028 -1.389 2.659  -0.5191
30 C -1.867 -0.937 1.072  1.8706
31 O -0.997 -0.046 0.486  -0.3485
32 C -2.682 -0.130 2.097  0.6411
33 C -3.049 -0.554 3.353  0.0554
34 C -3.745 0.293 4.183  -1.2157
35 C -4.179 1.527 3.716  -0.6559
36 C -3.887 1.941 2.424  -1.1847
37 C -3.203 1.057 1.589  -0.3165
38 C -2.792 -1.625 0.061  -0.1974
39 C -3.671 -2.664 0.480  -0.1062
40 C -4.618 -3.205 -0.398  -0.9584
41 C -4.648 -2.757 -1.726  -0.5897
42 C -3.788 -1.738 -2.130  -0.5603
43 C -2.998 -1.101 -1.185  0.7544
44 C 0.735 -2.973 0.001  2.0396
45 O 1.210 -1.642 0.046  0.3329
46 C 0.004 -3.231 -1.338  -0.2209
47 C -0.307 -4.542 -1.798  -0.4123
48 C -0.791 -4.739 -3.093  -0.9790
49 C -1.067 -3.631 -3.912  -0.7490
50 C -0.855 -2.353 -3.419  -0.5581
51 C -0.328 -2.189 -2.174  -0.1264
52 C 1.927 -3.946 0.097  -0.2598
53 C 2.976 -3.608 -0.723  -0.3652
54 C 4.089 -4.469 -0.841  -0.7263
55 C 4.167 -5.603 -0.067  -0.5603
56 C 3.111 -5.932 0.761  -1.0056
57 C 1.951 -5.155 0.785  0.0849
58 H 2.826 -2.915 3.535  0.3680
59 H 2.265 -1.190 3.695  0.3431
60 H 2.543 -1.914 2.077  -0.1301
61 H 0.839 -3.494 5.102  0.3805
62 H -0.773 -2.729 4.577  0.3043
63 H 0.622 -1.729 5.182  0.2689
64 H -1.037 -3.986 0.943  0.7656
65 H -1.780 -2.553 2.484  0.5511
66 H -2.807 -1.511 3.785  0.2359
67 H -4.139 -0.052 5.142  0.3554
68 H -4.755 2.168 4.361  0.4059
69 H -4.354 2.849 2.069  0.4427
70 H -2.966 1.278 0.575  0.8156
71 H -3.544 -3.118 1.508  0.2338
72 H -5.233 -4.013 -0.100  0.4659
73 H -5.345 -3.156 -2.513  0.2883
74 H -3.736 -1.540 -3.192  0.3861
75 H -2.441 -0.217 -1.400  -0.1161
76 H -0.143 -5.429 -1.176  0.4110
77 H -1.029 -5.728 -3.429  0.4123
78 H -1.422 -3.768 -4.924  0.3929
79 H -1.129 -1.483 -4.030  0.4804
80 H -0.199 -1.228 -1.705  0.2770
81 H 2.895 -2.648 -1.269  0.1637
82 H 4.776 -4.227 -1.654  0.3792
83 H 5.013 -6.276 -0.222  0.3566
84 H 3.121 -6.867 1.342  0.3702
85 H 1.100 -5.449 1.432  0.3823
86 C -1.797 2.156 -3.094  -1.0640
87 C -1.295 3.585 -3.040  -0.4725
88 O -1.439 4.125 -1.689  -0.2960
89 C -2.813 4.575 -1.552  -0.4587
90 C -3.113 4.893 -0.098  -0.7429
91 H -1.575 1.735 -4.096  0.4081
92 H -2.876 2.039 -3.046  0.4947
93 H -1.406 1.508 -2.296  -0.0542
94 H -1.835 4.195 -3.769  0.4927
95 H -0.262 3.669 -3.344  0.3745
96 H -3.541 3.880 -2.020  0.2924
97 H -2.866 5.513 -2.137  0.3239
98 H -3.091 3.966 0.516  -0.1770
99 H -4.054 5.438 -0.066  0.4509
100 H -2.358 5.568 0.414  0.2436
101 C 2.011 3.379 3.443  -1.4047
102 C 1.595 2.216 2.425  0.8726
103 O 2.231 1.123 2.329  -0.6879
104 O 0.599 2.496 1.658  -0.4564
105 H 2.339 4.199 2.843  0.3191
106 H 2.871 3.148 4.020  0.3942
107 H 1.196 3.735 4.067  0.3021


The following is a quantum chemistry calculation of a molecular structure, C46H51ClCuN3O8S, from the Open Molecules 2025 dataset.

Calculated total energy: -137381.146 eV
2S+1: 2
LUMO (alpha / beta): 1.03 / -0.02 eV
HOMO-LUMO gap (alpha / beta): 0.216 / 0.174 Ha
Net charge: -1
E_HOMO (alpha / beta): -4.8 / -4.7 eV
⟨S²⟩: 0.76

Each line ends with the Mulliken charge.
Atoms and positions in Å:
1 Cu -0.878 -0.236 -0.111  -0.5840
2 C -4.828 5.522 0.656  -1.7007
3 C -3.440 5.482 1.314  1.9008
4 C -2.726 6.827 1.121  -1.8109
5 C -3.632 5.270 2.820  -2.1101
6 C -2.646 4.360 0.653  -0.1964
7 C -2.223 3.239 1.350  -0.9222
8 C -1.634 2.193 0.649  0.2022
9 N -1.164 0.995 1.135  0.8360
10 C -0.987 0.536 2.408  0.1802
11 C -0.904 1.276 3.580  -0.8015
12 C -0.830 0.616 4.794  -0.0391
13 C -0.830 -0.783 4.795  -0.1333
14 C -0.839 -1.558 3.645  0.0468
15 C -0.855 -0.875 2.410  1.0532
16 O -0.875 -1.441 1.211  -1.4168
17 C -0.891 -3.077 3.682  2.2856
18 C -0.961 -3.638 5.106  -2.2810
19 C 0.345 -3.646 2.978  -1.4521
20 C -2.149 -3.516 2.921  -1.6249
21 C -0.766 1.450 6.065  2.2786
22 C 0.572 2.202 6.088  -1.5158
23 C -1.923 2.463 6.090  -1.7369
24 C -0.870 0.611 7.340  -2.3760
25 C -1.516 2.215 -0.761  1.3465
26 O -1.158 1.051 -1.306  -1.5561
27 C -1.812 3.392 -1.456  -0.0412
28 C -2.388 4.420 -0.715  -0.5156
29 C -1.619 3.587 -2.955  2.3099
30 C -0.844 4.890 -3.207  -1.8329
31 C -2.996 3.657 -3.627  -1.6985
32 C -0.836 2.440 -3.598  -1.9441
33 H -5.455 6.288 1.110  0.4644
34 H -5.320 4.560 0.776  0.3393
35 H -4.749 5.732 -0.407  0.3401
36 H -3.287 7.625 1.605  0.4751
37 H -2.619 7.078 0.070  0.3081
38 H -1.732 6.787 1.560  0.3766
39 H -4.245 6.074 3.228  0.5020
40 H -2.674 5.281 3.335  0.3831
41 H -4.140 4.330 3.026  0.3882
42 H -2.397 3.137 2.406  0.9853
43 H -0.886 2.348 3.526  0.3408
44 H -0.820 -1.294 5.741  0.6574
45 H -0.066 -3.392 5.674  0.3632
46 H -1.038 -4.723 5.061  0.4633
47 H -1.836 -3.262 5.637  0.3605
48 H 1.248 -3.425 3.543  0.2228
49 H 0.435 -3.205 1.990  0.1306
50 H 0.252 -4.726 2.875  0.5174
51 H -3.043 -3.120 3.400  0.3613
52 H -2.217 -4.602 2.893  0.4463
53 H -2.099 -3.145 1.903  0.2828
54 H 0.663 2.866 5.231  0.2385
55 H 1.402 1.499 6.050  0.2392
56 H 0.654 2.797 6.997  0.4651
57 H -1.835 3.195 5.292  0.3101
58 H -1.925 3.003 7.036  0.4904
59 H -2.878 1.952 5.986  0.3566
60 H -0.024 -0.063 7.434  0.4107
61 H -1.792 0.034 7.353  0.3991
62 H -0.876 1.270 8.206  0.4682
63 H -2.685 5.309 -1.248  0.3286
64 H -1.392 5.766 -2.871  0.3175
65 H -0.651 5.004 -4.272  0.5006
66 H 0.111 4.863 -2.687  0.3492
67 H -3.589 4.481 -3.237  0.3032
68 H -3.539 2.732 -3.445  0.3487
69 H -2.884 3.790 -4.701  0.4578
70 H 0.116 2.294 -3.096  0.2509
71 H -0.646 2.666 -4.647  0.5147
72 H -1.394 1.510 -3.536  0.2673
73 O 2.076 -2.144 -4.846  -0.5863
74 C 2.858 -1.194 -4.383  0.4921
75 O 3.894 -0.901 -4.936  -0.6300
76 C 2.444 -0.489 -3.133  -0.4857
77 C 3.184 0.540 -2.559  0.1713
78 Cl 4.538 1.293 -3.244  -0.1901
79 N 2.588 0.906 -1.393  0.4017
80 N 1.493 0.168 -1.197  0.4134
81 C 1.370 -0.666 -2.212  0.4954
82 C 0.185 -1.576 -2.286  0.6739
83 O 0.105 -2.380 -3.220  -0.8848
84 O -0.712 -1.506 -1.389  -0.4117
85 C 2.966 1.859 -0.423  0.1139
86 C 4.242 2.411 -0.355  -0.9209
87 C 4.548 3.308 0.654  -0.8766
88 C 3.615 3.636 1.622  -0.7129
89 C 2.348 3.083 1.555  -0.4719
90 C 2.018 2.215 0.533  0.6140
91 H 1.263 -2.298 -4.261  0.4599
92 H 5.006 2.149 -1.064  0.3350
93 H 5.537 3.738 0.691  0.3824
94 H 3.878 4.314 2.421  0.4464
95 H 1.612 3.320 2.307  0.4002
96 H 1.033 1.791 0.466  0.4069
97 O 6.506 -0.643 6.909  -0.5050
98 C 6.447 0.161 5.811  0.6851
99 O 7.284 1.017 5.658  -0.5803
100 C 5.344 -0.091 4.874  0.9817
101 C 4.124 -0.657 5.263  -1.2144
102 C 3.092 -0.791 4.368  -0.5158
103 C 3.251 -0.414 3.028  0.0940
104 S 1.956 -0.578 1.916  0.0884
105 C 4.491 0.109 2.626  -0.6126
106 C 5.498 0.298 3.538  -0.9455
107 H 5.837 -1.338 6.858  0.3208
108 H 3.959 -0.945 6.295  0.2373
109 H 2.135 -1.174 4.682  0.5012
110 H 4.631 0.378 1.591  0.5318
111 H 6.439 0.738 3.241  0.4230


- Which formula does entry 2 have?
  C46H51ClCuN3O8S


- Which of these has the highest 2S+1?
  C46H51ClCuN3O8S


- Which of these has the lowest 2S+1?
  C46H50O10Y


- What is the formula in the second record?
  C46H51ClCuN3O8S